Record 1
14
Properties=species:S:1:pos:R:3 method="wB97M-V/def2-TZVPD" smiles="C/[N+](S)=C/NSS" multiplicity=1 e_tot_ha=-1384.16399 homo_lumo_gap_ev=9.3 e_homo_ev=-13.10 charge=+1 lumo_energy_ev=-3.838
C 0.0550 0.4922 -0.1170
C -2.3843 0.7500 -0.1329
N 1.2324 -0.1166 0.0320
N -1.1135 0.0283 -0.2655
S 4.4085 -0.5056 0.1034
S 2.8040 0.7422 0.1186
S -1.4339 -1.5788 0.2957
H -3.0563 0.1827 -0.7453
H -2.2930 1.7187 -0.5617
H -2.6695 0.7784 0.9177
H 1.4403 -1.0726 -0.0396
H 4.2151 -0.8936 1.3959
H 0.1965 1.5832 0.0478
H -1.4014 -2.1085 -1.0492



Record 2
14
Properties=species:S:1:pos:R:3 method="wB97M-V/def2-TZVPD" smiles="N[C@H](CS)C(=O)O" multiplicity=1 e_tot_ha=-721.94546 homo_lumo_gap_ev=10.0 e_homo_ev=-9.29 charge=0 lumo_energy_ev=0.742
O -2.4222 -0.7062 -0.1984
C -1.6116 0.0662 0.2178
O -1.7904 0.7520 1.3866
C -0.2069 0.3117 -0.3204
C 0.8015 -0.4636 0.5203
S 2.5276 0.0599 0.2008
N -0.2031 -0.0208 -1.7291
H -2.7363 0.6824 1.5793
H -0.0418 1.3837 -0.2506
H 0.7907 -1.5249 0.2858
H 0.6608 -0.3315 1.5932
H 2.5345 -0.2142 -1.1086
H -0.3789 -0.9856 -1.9557
H 0.5455 0.3952 -2.2573



Record 3
13
Properties=species:S:1:pos:R:3 method="wB97M-V/def2-TZVPD" multiplicity=1 e_tot_ha=-1023.70913 homo_lumo_gap_ev=7.7 e_homo_ev=-9.15 charge=0 lumo_energy_ev=-1.455
C -2.1020 0.4045 -0.0065
C 0.3024 0.0626 -0.0770
C 1.8045 0.2561 0.0153
H -2.0916 -0.1391 1.0431
H -2.7809 1.2285 0.1896
H -2.5181 -0.5365 -0.6794
H 0.5374 -1.8703 -0.0362
H -1.0493 -1.5062 -0.1625
H 3.5224 1.6012 -0.2394
N -0.7454 0.9478 -0.2819
N -0.1125 -1.2249 0.2223
S 2.2648 1.8529 0.0755
S 2.9685 -1.0766 -0.0628